# 1
Below is a molecular structure, C37H31MnN2O4 at a distorted geometry, with properties calculated with ωB97M-V/def2-TZVPD.

Results
* largest force on an atom: 0.0227 Eh/bohr
* <S²>: 4.148
* LUMO energy (alpha / beta): -4.73 / -3.59 eV
* Kohn-Sham gap (alpha / beta): 0.2173 / 0.2611 hartree

```
! RIJCOSX wB97M-V def2-TZVPD def2/J DEFGRID3
* xyz 1 4
Mn 0.17 0.22 -0.55
C 2.52 -3.69 1.88
C -0.83 2.25 -0.57
H 4.67 -0.49 -3.33
C -2.00 -3.32 -0.15
H -1.19 -4.77 1.86
H 2.67 -0.24 6.93
H -2.95 6.21 0.45
C 1.17 -0.12 5.41
C 2.98 -0.04 -1.39
C 0.99 -0.28 -4.56
H 0.34 -0.21 6.11
H 1.01 3.98 -1.50
C -2.08 5.72 0.01
C 1.70 0.22 1.71
H -2.81 3.74 0.41
C -1.37 0.35 -4.50
C 0.06 5.86 -1.06
C -3.92 0.99 -1.24
C -2.94 0.73 -0.28
H -6.53 -0.59 0.22
C 3.53 -0.02 4.98
N 2.68 0.16 0.87
C -5.21 0.52 -1.05
C -0.90 3.72 -0.55
O 0.43 0.31 1.33
O -0.24 -0.24 -5.13
C 0.91 0.01 4.05
H -2.60 -3.33 0.76
H -3.66 1.57 -2.12
C -4.55 -0.50 1.03
C -0.65 -2.74 0.14
O 0.27 0.14 -2.34
C -0.15 -4.46 1.86
C 3.35 -0.63 -5.01
H -2.48 -0.23 1.59
C -2.01 4.34 0.00
C 3.29 0.10 3.62
H 1.77 -0.70 -6.48
N 2.16 0.14 -0.42
C -5.52 -0.22 0.08
H 4.55 -0.03 5.34
H 3.57 -3.40 1.88
H -4.80 -1.07 1.92
H 0.87 6.45 -1.48
H -2.51 -2.71 -0.89
C 1.28 -0.10 -3.20
H 4.14 -0.85 -5.73
H 1.99 -2.33 0.32
C 0.14 4.48 -1.08
C 0.73 -5.07 2.74
C 3.65 -0.43 -3.69
C -1.05 6.48 -0.52
C -1.59 1.22 -0.45
H -0.10 0.03 3.68
H -1.11 7.56 -0.50
H -1.72 -0.23 -3.66
H 0.28 1.96 -0.68
C 2.48 -0.14 5.87
H -1.15 1.37 -4.18
H 4.10 0.19 2.91
H -1.91 -4.35 -0.50
C 1.64 -3.08 1.01
H 0.39 -5.84 3.41
C 1.97 0.12 3.15
H -2.14 0.38 -5.27
H -5.97 0.74 -1.79
C -3.25 -0.03 0.85
C 2.07 -4.68 2.75
O -0.36 -1.65 -0.35
C 2.62 -0.17 -2.78
C 0.29 -3.45 1.01
H 2.76 -5.15 3.43
C 2.03 -0.55 -5.44
H 4.03 -0.14 -1.12
*
```

***

# 2
Below is 12 unconnected molecules or ions with the total composition H24O12 at a distorted geometry, with properties calculated with ωB97M-V/def2-TZVPD.

Results
* SMILES: O.O.O.O.O.O.O.O.O.O.O.O
* largest force on an atom: 0.0524 Eh/bohr
* LUMO energy: -0.84 eV
* Kohn-Sham gap: 0.3309 hartree

```
! RIJCOSX wB97M-V def2-TZVPD def2/J DEFGRID3
* xyz 0 1
H 4.04 9.50 -19.06
H 4.39 8.29 -22.13
H 8.44 10.88 -18.29
O 3.34 8.87 -19.11
H 7.52 10.22 -19.23
O 6.67 10.83 -20.52
H 9.55 9.50 -21.65
H 6.44 9.95 -20.85
O 9.83 8.72 -21.17
O 6.68 12.60 -17.33
O 8.74 10.59 -22.90
H 6.24 13.43 -17.28
H 7.04 12.43 -21.51
H 3.44 12.03 -20.38
O 4.29 12.22 -19.93
H 8.09 11.30 -22.87
H 6.03 11.95 -17.38
H 8.96 8.34 -20.95
H 4.80 10.00 -17.20
O 7.26 12.98 -22.24
H 6.57 8.20 -24.32
H 7.47 13.82 -21.86
H 5.95 9.56 -18.01
H 2.90 12.72 -17.29
O 8.02 10.01 -18.42
H 6.40 8.65 -22.88
H 3.88 12.47 -18.34
H 8.21 9.95 -23.34
H 2.55 9.36 -19.31
H 4.62 13.04 -20.26
O 5.30 10.23 -17.97
H 5.88 11.16 -20.13
O 3.80 12.78 -17.45
H 4.49 9.77 -22.09
O 4.90 9.02 -21.74
O 7.04 8.40 -23.54
*
```

***

# 3
Below is a single C3H3NO2 molecule, with properties calculated with ωB97M-V/def2-TZVPD.

Results
* SMILES: O=CC=C=NO
* largest force on an atom: 0.0187 Eh/bohr
* LUMO energy: -0.28 eV
* Kohn-Sham gap: 0.3579 hartree

```
! RIJCOSX wB97M-V def2-TZVPD def2/J DEFGRID3
* xyz 0 1
O -1.95 1.29 -0.81
H -2.38 2.15 -0.78
N -1.23 1.19 0.38
C -0.52 0.20 0.31
H 2.21 -1.69 0.18
H -0.26 -1.86 0.20
O 2.25 0.34 0.19
C 0.21 -0.89 0.17
C 1.67 -0.73 0.15
*
```

***

largest force on an atom of number 2 (H24O12)? 0.0524 Eh/bohr